Record 1
{
  "formula": "Cl2HNS",
  "method": "ωB97M-V/def2-TZVPD",
  "orbital_gap_ev": 9.2,
  "elements": ["N", "S", "Cl", "Cl", "H"],
  "coordinates": [[2.980, 1.572, -0.323], [3.919, 0.710, 0.332], [0.262, -0.957, -0.133], [3.669, -1.373, -0.047], [1.329, -0.504, 0.428]],
  "atomic_forces_ev_per_a": [[-0.3, 0.4, -0.2], [0.5, -0.1, 0.2], [0.0, 0.1, 0.2], [0.2, -0.2, 0.0], [-0.4, -0.2, -0.2]]
}

=====

Record 2
{
  "formula": "C3H4N4",
  "method": "ωB97M-V/def2-TZVPD",
  "orbital_gap_ev": 9.5,
  "elements": ["N", "C", "C", "N", "C", "N", "N", "H", "H", "H", "H"],
  "coordinates": [[1.793, -0.337, -0.765], [0.574, 0.094, -0.192], [0.461, 1.169, 0.742], [0.285, 0.044, 1.297], [-2.604, -0.181, 0.072], [-1.577, -0.315, -0.523], [-0.494, -0.260, -1.101], [2.563, -0.205, -0.126], [1.731, -1.314, -1.034], [0.451, 2.217, 1.025], [-3.182, -0.912, 0.605]],
  "atomic_forces_ev_per_a": [[0.1, -0.1, 0.2], [0.1, 0.1, -0.1], [-0.1, -0.3, 0.2], [0.2, 0.4, -0.3], [0.6, 0.1, -0.6], [-0.7, 0.1, 0.6], [-0.3, 0.0, 0.0], [0.1, 0.0, 0.0], [0.0, 0.1, 0.0], [0.0, -0.1, 0.0], [-0.1, -0.1, 0.1]]
}

=====

Record 3
{
  "formula": "C4H12N2S",
  "method": "ωB97M-V/def2-TZVPD",
  "orbital_gap_ev": 5.3,
  "elements": ["C", "C", "C", "S", "N", "C", "N", "H", "H", "H", "H", "H", "H", "H", "H", "H", "H", "H", "H"],
  "coordinates": [[-1.007, -1.751, 0.758], [0.079, -0.903, 0.174], [-0.206, 0.660, 0.443], [-0.734, 1.047, 2.027], [0.300, -1.129, -1.174], [1.467, -0.593, -1.636], [1.267, 0.716, -2.499], [-0.678, -2.789, 0.656], [-1.230, -1.465, 1.788], [-1.960, -1.690, 0.242], [-2.464, 3.847, 0.468], [0.728, 1.164, 0.190], [-0.998, 0.931, -0.276], [-1.893, 3.551, 0.103], [1.033, -1.032, 0.734], [2.181, -0.184, -0.878], [2.156, -1.222, -2.229], [0.442, 0.408, -3.018], [2.002, 0.851, -3.189]],
  "atomic_forces_ev_per_a": [[-0.4, -0.7, -0.1], [1.5, -3.2, -1.1], [-1.1, 3.7, -0.3], [0.2, -0.6, -0.1], [-1.8, 0.7, 1.6], [4.2, 3.1, -0.9], [-1.5, -1.8, 0.6], [-0.1, 0.0, 0.3], [0.4, -0.1, 0.1], [0.0, 0.3, -0.4], [-0.1, 0.0, 0.0], [0.0, -0.3, -0.1], [0.5, -0.2, 0.1], [0.1, 0.0, 0.0], [-0.4, 0.3, 0.0], [-0.6, -0.6, 0.3], [-0.9, -0.6, 0.1], [0.0, 0.7, -0.3], [0.1, -0.5, 0.2]]
}